Here is an isolated molecule of C3H2N2 at a distorted geometry from the OMol25 dataset. Energies are from wB97M-V/def2-TZVPD.

Computed properties:
orbital gap: 0.3113 Eh
multiplicity: 1
energy above the lowest of the compared OMol25 structures with the same formula, charge and spin: 2.4038 eV
E: -224.90885 a.u.
E_HOMO: -8.7 eV

Each line ends with the Löwdin charge.
Geometry (Å):
C 0.5768 -1.1183 1.0061  -0.27
C -1.1944 0.7730 -1.3081  0.13
C 0.4672 0.2085 0.6278  -0.13
N 0.6852 -2.2204 1.3202  0.14
N -0.3574 0.5099 -0.4334  -0.02
H -1.1071 0.8261 -2.3652  0.05
H 0.9297 1.0212 1.1524  0.10



Here is a structure of composition C4H8N2S at a distorted geometry from the OMol25 dataset. Energies are from wB97M-V/def2-TZVPD.

Computed properties:
orbital gap: 0.3047 Eh
multiplicity: 1
energy above the lowest of the compared OMol25 structures with the same formula, charge and spin: 7.8362 eV
E: -664.64480 a.u.
E_HOMO: -8.1 eV

Each line ends with the Löwdin charge.
Geometry (Å):
C -1.6555 1.5192 0.2773  -0.11
C -0.6529 0.5032 0.0731  -0.68
C 1.5152 -0.4043 -0.0513  -0.31
C 2.8883 -0.3482 0.1892  -0.01
H -1.3136 2.7359 -0.3022  0.16
H -1.6071 1.5854 1.8122  0.21
H -2.9603 1.1985 -0.1662  0.16
H -2.2024 -0.5212 -1.1074  0.20
H -0.3964 -2.6886 -0.6913  -0.06
H 0.9179 -1.2402 -0.6706  0.06
H 3.7566 -1.0778 -0.0828  0.07
H 3.2352 0.6901 0.5236  0.06
N -1.2058 -0.6257 -0.4377  -0.52
N 0.6691 0.6732 0.2043  0.04
S -0.9884 -1.9995 0.4296  0.75



Here is an isolated molecule of C6H9N at a distorted geometry from the OMol25 dataset. Energies are from wB97M-V/def2-TZVPD.

Computed properties:
orbital gap: 0.3235 Eh
SMILES string: Cc1c[nH]c(C)c1
multiplicity: 1
energy above the lowest of the compared OMol25 structures with the same formula, charge and spin: 1.5417 eV
E: -288.72539 a.u.
E_HOMO: -7.8 eV

Each line ends with the Löwdin charge.
Geometry (Å):
C -0.6123 2.4972 0.6551  -0.07
C -0.1602 1.0017 0.5623  -0.25
C 0.0812 0.0613 1.5684  -0.10
N 0.5026 -1.0850 0.9357  0.04
C 0.1557 -1.0684 -0.4144  -0.37
C -0.0959 0.2417 -0.6696  -0.05
C 0.3973 -2.0885 -1.4088  -0.07
H -1.0309 2.7152 1.6301  0.05
H -1.4144 2.8638 -0.0944  0.09
H 0.2790 3.1405 0.3999  0.08
H -0.3783 0.2378 2.5392  0.11
H 0.9210 -1.9846 1.1971  0.16
H -0.1640 0.5863 -1.7006  0.11
H -0.4432 -2.1415 -2.1624  0.10
H 0.5502 -3.1373 -1.0851  0.07
H 1.4124 -1.8403 -1.9525  0.12



Here is an isolated molecule of C23H40N2O3 from the OMol25 dataset. Energies are from wB97M-V/def2-TZVPD.

Computed properties:
orbital gap: 0.3558 Eh
SMILES string: C=CCOC[C@@H](C(=O)N1CC2(CCCN(C(=O)[C@H](C)C(C)C)C2)C1)C(C)(C)C
multiplicity: 1
energy above the lowest of the compared OMol25 structures with the same formula, charge and spin: 1.9111 eV
E: -1235.62583 a.u.
E_HOMO: -9.1 eV

Each line ends with the Löwdin charge.
Geometry (Å):
C -4.8229 1.3896 1.9571  0.02
C -3.5010 1.3299 1.9080  -0.17
C -2.7399 1.0569 0.6451  -0.19
O -1.9735 -0.1490 0.6215  -0.14
C -1.6483 -0.7270 1.8788  -0.17
C -0.7851 -1.9397 1.5756  -0.17
C 0.4836 -1.4204 0.9168  -0.44
O 1.2521 -0.6644 1.4948  0.07
N 0.7361 -1.8527 -0.3438  0.02
C -0.2201 -2.1521 -1.4286  -0.04
C 0.5677 -1.1788 -2.3352  -0.37
C 0.9930 -1.6212 -3.7214  -0.14
C 1.8627 -0.5394 -4.3639  -0.15
C 1.1571 0.8141 -4.3524  -0.13
N 0.7358 1.1601 -3.0007  -0.02
C 1.2871 2.2461 -2.3750  -0.42
O 2.0817 2.9698 -2.9548  0.06
C 0.8139 2.5954 -0.9647  -0.27
C -0.4046 3.5098 -1.1398  -0.04
C 1.9506 3.2425 -0.1615  -0.39
C 3.1137 2.2657 0.0001  -0.06
C 1.4650 3.6864 1.2168  -0.07
C -0.1406 0.1725 -2.4069  -0.09
C 1.6622 -1.1534 -1.2428  -0.03
C -0.4843 -2.8340 2.8089  -0.55
C 0.6072 -3.8407 2.4363  -0.04
C -1.7537 -3.6104 3.1724  -0.05
C -0.0265 -2.0176 4.0200  -0.04
H -5.3473 1.6390 2.8703  0.06
H -5.4258 1.1986 1.0765  0.06
H -2.9210 1.5310 2.8027  0.11
H -3.4303 1.0037 -0.1986  0.12
H -2.0538 1.8940 0.4680  0.10
H -1.0766 -0.0220 2.4911  0.13
H -2.5567 -1.0101 2.4171  0.12
H -1.3279 -2.5622 0.8592  0.14
H -0.1710 -3.1972 -1.7426  0.13
H -1.2514 -1.8681 -1.2182  0.12
H 1.5315 -2.5709 -3.6667  0.12
H 0.1011 -1.7908 -4.3361  0.12
H 2.8030 -0.4472 -3.8115  0.12
H 2.1178 -0.8105 -5.3900  0.11
H 1.8055 1.6065 -4.7135  0.12
H 0.2669 0.7738 -4.9920  0.13
H 0.5171 1.6990 -0.4128  0.12
H -1.1793 3.0242 -1.7379  0.08
H -0.8430 3.7815 -0.1806  0.06
H -0.1084 4.4258 -1.6543  0.10
H 2.2970 4.1137 -0.7230  0.14
H 2.8011 1.3930 0.5816  0.07
H 3.4929 1.9325 -0.9672  0.08
H 3.9405 2.7399 0.5319  0.08
H 1.0241 2.8426 1.7572  0.08
H 2.3036 4.0527 1.8111  0.08
H 0.7270 4.4870 1.1653  0.07
H -1.0383 0.0709 -3.0316  0.14
H -0.4737 0.4729 -1.4169  0.11
H 1.9758 -0.1786 -0.8720  0.10
H 2.5445 -1.7538 -1.4765  0.13
H 1.5592 -3.3428 2.2458  0.09
H 0.7553 -4.5506 3.2525  0.09
H 0.3323 -4.4065 1.5422  0.09
H -2.5780 -2.9471 3.4391  0.08
H -2.0791 -4.2417 2.3421  0.09
H -1.5618 -4.2574 4.0307  0.09
H -0.8233 -1.3675 4.3886  0.08
H 0.2448 -2.6942 4.8334  0.09
H 0.8369 -1.4010 3.7746  0.08



Here is a cluster of 14 separate species, C3H35N3O14 in total at a distorted geometry from the OMol25 dataset. Energies are from wB97M-V/def2-TZVPD.

Computed properties:
orbital gap: 0.3434 Eh
multiplicity: 1
energy above the lowest of the compared OMol25 structures with the same formula, charge and spin: 0.9923 eV
E: -1352.93968 a.u.
E_HOMO: -9.2 eV

Each line ends with the Löwdin charge.
Geometry (Å):
O 1.1172 0.3344 -3.3403  0.05
C 0.9035 1.2302 -2.5567  -0.48
N 0.5183 1.1603 -1.2166  0.06
C 0.2811 -0.1891 -0.7284  -0.25
N -0.8946 -0.3261 0.0844  0.04
C 1.1268 2.6764 -3.0644  -0.18
N 1.6134 3.7047 -2.1169  0.02
H 0.0367 2.0021 -0.8856  0.09
H 0.2815 -0.8576 -1.6011  0.11
H 1.1365 -0.3845 -0.0441  0.11
H -1.8084 0.0285 -0.1757  0.04
H -1.1827 -1.2944 0.1860  0.05
H 0.2131 3.0650 -3.5402  0.12
H 1.8053 2.6090 -3.9484  0.12
H 2.5067 3.3614 -1.7912  0.06
H 0.8997 3.8097 -1.4044  0.03
H 2.6315 -1.9666 3.3331  0.04
H 1.4900 -1.2785 3.8864  0.06
O 1.7691 -2.1976 3.7312  -0.05
H 4.6785 -1.0754 0.9048  0.04
H 3.9272 0.0537 1.6693  0.02
O 4.0827 -0.8907 1.6511  -0.05
H -4.2313 -0.3974 1.1725  0.00
H -3.6868 -1.6971 0.9408  0.02
O -4.0474 -1.2185 1.7026  -0.09
H -3.6777 0.5588 -0.6192  0.03
H -4.4718 1.6973 0.1409  0.08
O -3.8207 0.9920 0.2367  -0.05
H -1.8641 -3.8825 -0.5198  0.02
H -0.9646 -3.1902 -1.4813  0.01
O -1.7869 -3.6851 -1.4855  -0.08
H -0.4522 0.3451 2.0217  0.03
H -1.7740 0.2992 2.7993  0.05
O -0.8691 0.6135 2.8522  -0.04
H -1.0674 2.8421 0.5449  0.01
H -0.9154 4.3836 0.2121  0.07
O -0.8032 3.4819 -0.1290  -0.08
H -1.9306 -2.9726 1.9409  0.05
H -0.4990 -3.5545 1.3283  0.00
O -1.4426 -3.2808 1.1788  -0.09
H 1.6573 -4.3721 1.4856  0.08
H 1.4572 -2.9548 2.1244  0.02
O 1.0834 -3.5945 1.4818  -0.05
H 3.4605 0.4685 -0.3660  0.01
H 2.4847 1.6705 -0.5314  0.02
O 2.8918 1.0793 0.1193  -0.07
H 4.4170 -1.0206 -2.6749  0.06
H 3.1603 -0.7682 -1.8765  0.03
O 4.0749 -1.0828 -1.7667  -0.05
H -1.2533 2.1480 2.6764  0.00
H -2.3151 3.2574 2.8035  0.06
O -1.4575 3.0873 2.3608  -0.11
H -2.4946 -1.5442 -2.2727  0.03
H -3.1326 -0.6405 -3.1869  0.07
O -2.8622 -0.6428 -2.2461  -0.06



Q: Number 3 is which compound?
A: C6H9N